{
  "formula": "C23H34GeN3PdSbSe",
  "method": "ωB97M-V/def2-TZVPD",
  "symbols": ["Pd", "C", "C", "C", "C", "N", "C", "C", "C", "C", "C", "C", "N", "C", "C", "C", "C", "C", "N", "H", "H", "H", "H", "H", "H", "H", "H", "H", "H", "H", "C", "Sb", "C", "C", "H", "H", "H", "H", "H", "H", "H", "H", "H", "C", "Ge", "C", "C", "C", "Se", "C", "H", "H", "H", "H", "H", "H", "H", "H", "H", "H", "H", "H", "H", "H"],
  "xyz": [[0.040091, 0.010771, 0.293544], [-3.535067, -2.315600, 1.885163], [-3.668033, -3.294425, 0.916494], [-2.921195, -3.196768, -0.249086], [-2.057841, -2.128251, -0.411553], [-1.891548, -1.205697, 0.554963], [-2.625834, -1.296392, 1.664499], [-1.280433, -1.916453, -1.674303], [-1.497322, -2.621001, -2.846523], [-0.699701, -2.334818, -3.944456], [0.274001, -1.351880, -3.861872], [0.414393, -0.660818, -2.668283], [-0.353716, -0.961161, -1.623712], [1.387543, 0.455841, -2.450628], [2.167131, 0.959738, -3.476067], [3.015990, 2.027425, -3.223430], [3.059349, 2.565242, -1.950790], [2.258263, 2.002987, -0.973833], [1.444594, 0.973220, -1.208353], [-4.114933, -2.337763, 2.796816], [-4.352003, -4.120895, 1.057413], [-3.015836, -3.949935, -1.017659], [-2.479319, -0.514078, 2.398117], [-2.274994, -3.366770, -2.918555], [-0.842693, -2.874979, -4.870932], [0.898543, -1.134951, -4.715251], [2.111496, 0.539158, -4.468961], [3.628984, 2.434110, -4.016682], [3.696441, 3.404671, -1.711239], [2.266701, 2.385596, 0.037398], [1.268373, 3.289868, 2.423220], [0.230461, 1.443179, 2.481685], [1.259745, 0.541872, 4.095468], [-1.520428, 2.074621, 3.493690], [1.127157, 3.767343, 3.392317], [0.870913, 3.936834, 1.643517], [2.332882, 3.125520, 2.263000], [1.406391, 1.291778, 4.871719], [2.230468, 0.175749, 3.763996], [0.675360, -0.281109, 4.503249], [-1.206256, 2.750508, 4.288278], [-2.041417, 1.227833, 3.936425], [-2.187594, 2.600296, 2.813935], [6.071648, -3.770313, 1.197040], [4.318420, -3.648755, 0.407549], [3.219358, -5.187406, 0.835775], [4.317309, -3.309220, -1.503001], [3.448441, -2.006273, 1.154528], [1.554082, -2.017414, 0.743664], [0.889661, -2.720992, 2.423426], [6.595349, -4.623890, 0.765013], [5.995142, -3.924908, 2.273057], [6.660782, -2.874127, 1.005134], [3.636055, -6.063209, 0.336973], [2.192283, -5.065072, 0.488868], [3.219173, -5.386014, 1.908393], [4.681138, -4.176855, -2.053161], [4.959326, -2.460520, -1.742736], [3.301848, -3.094875, -1.844621], [3.883650, -1.142234, 0.649749], [3.567849, -1.886323, 2.230651], [1.049797, -3.796376, 2.424461], [-0.172442, -2.500025, 2.486849], [1.426847, -2.254989, 3.244398]],
  "forces_ev_per_angstrom": [[-0.092, 0.157, -0.452], [-0.021, 0.014, 0.008], [-0.016, -0.036, -0.036], [-0.103, -0.050, 0.014], [0.108, 0.138, -0.198], [0.166, -0.168, 0.109], [0.048, 0.024, -0.037], [-0.073, 0.017, 0.199], [-0.004, -0.051, -0.072], [-0.008, -0.004, -0.020], [-0.013, -0.045, -0.053], [0.121, 0.153, 0.061], [0.012, 0.029, 0.120], [-0.176, -0.145, 0.040], [0.066, 0.052, -0.049], [0.008, -0.022, -0.067], [0.031, 0.038, 0.012], [-0.010, -0.092, 0.019], [0.044, -0.048, 0.035], [0.003, -0.004, -0.004], [0.014, 0.007, -0.003], [-0.019, 0.011, 0.010], [0.022, -0.007, 0.021], [0.025, -0.007, -0.006], [0.003, 0.002, 0.014], [-0.021, -0.003, -0.003], [0.003, 0.017, 0.005], [-0.012, 0.000, 0.007], [0.003, -0.011, -0.004], [-0.012, 0.007, 0.012], [0.006, 0.043, -0.025], [0.091, 0.094, 0.270], [0.039, -0.023, 0.052], [-0.046, 0.030, -0.009], [0.026, 0.018, -0.026], [0.015, -0.001, 0.002], [-0.008, 0.007, 0.002], [0.009, -0.029, 0.008], [0.000, -0.006, 0.019], [0.013, -0.002, 0.004], [-0.042, -0.009, 0.002], [0.002, 0.003, -0.003], [-0.011, -0.008, 0.011], [0.183, -0.006, 0.044], [-0.131, -0.026, -0.071], [-0.054, -0.116, 0.084], [0.023, 0.027, -0.131], [-0.071, 0.351, 0.096], [-0.173, -0.316, -0.046], [0.074, -0.029, 0.001], [0.027, 0.021, 0.033], [0.039, 0.010, -0.006], [0.011, -0.016, 0.022], [-0.029, -0.010, 0.018], [0.000, -0.020, -0.005], [-0.030, -0.012, -0.016], [-0.004, 0.014, 0.000], [-0.017, -0.008, -0.025], [0.017, -0.003, -0.029], [-0.020, 0.027, 0.035], [-0.010, 0.033, -0.004], [0.013, -0.006, 0.022], [-0.019, -0.020, -0.029], [-0.019, 0.009, 0.017]],
  "mulliken_charge": [-0.239, -0.629, -0.653, -0.666, 0.606, 0.279, -0.239, 0.338, -0.647, -0.981, -0.651, 0.362, 0.302, 0.560, -0.727, -0.567, -0.893, -0.118, 0.560, 0.467, 0.471, 0.355, 0.245, 0.392, 0.467, 0.419, 0.373, 0.477, 0.459, 0.285, -1.361, 0.920, -1.353, -1.330, 0.434, 0.423, 0.424, 0.486, 0.349, 0.381, 0.387, 0.410, 0.440, -1.099, 0.485, -1.120, -1.140, -1.222, 0.736, -0.892, 0.372, 0.366, 0.375, 0.405, 0.353, 0.343, 0.399, 0.359, 0.325, 0.476, 0.556, 0.436, 0.170, 0.300],
  "multiplicity": 3,
  "homo_lumo_gap_ev": [7.59, 6.97],
  "e_homo_ev": [-13.52, -14.68],
  "total_charge": 2,
  "s2": 2.0088
}

=====

{
  "formula": "C23H34IIrN2O2S3Si2Te",
  "method": "ωB97M-V/def2-TZVPD",
  "symbols": ["Ir", "C", "C", "N", "C", "C", "C", "O", "C", "C", "N", "C", "C", "C", "C", "C", "C", "I", "C", "O", "H", "H", "H", "H", "H", "H", "H", "H", "H", "H", "H", "H", "S", "C", "S", "S", "C", "Si", "C", "C", "C", "Te", "C", "Si", "C", "C", "C", "H", "H", "H", "H", "H", "H", "H", "H", "H", "H", "H", "H", "H", "H", "H", "H", "H", "H", "H", "H", "H", "H"],
  "xyz": [[-1.629041, 0.795981, 0.509940], [-3.115513, 1.903186, -3.765753], [-1.997524, 2.728305, -3.215510], [-1.452479, 3.652491, -3.957737], [-0.415601, 4.375298, -3.476301], [0.110521, 4.228513, -2.226067], [1.292151, 5.067238, -1.800938], [2.361362, 4.303410, -1.266011], [-0.467260, 3.234301, -1.380667], [0.079252, 3.044229, -0.084367], [-0.167500, 2.091627, 0.782426], [0.738135, 1.987929, 1.895892], [2.021371, 2.540267, 1.843202], [2.870253, 2.439084, 2.931318], [2.478810, 1.774643, 4.085736], [1.229752, 1.181615, 4.140843], [0.386915, 1.293047, 3.046785], [-1.425836, 0.275187, 3.053218], [-1.528774, 2.477603, -1.889969], [-2.186930, 1.585197, -1.186657], [-3.357443, 2.254924, -4.764404], [-4.001093, 1.961152, -3.131194], [-2.816185, 0.853210, -3.814772], [0.011920, 5.093652, -4.165374], [1.007922, 5.767958, -1.011768], [1.616796, 5.665667, -2.655345], [2.652826, 3.657345, -1.930347], [0.819207, 3.771348, 0.216257], [2.381613, 3.015333, 0.939931], [3.858924, 2.871702, 2.862976], [3.148535, 1.698809, 4.931020], [0.917696, 0.633620, 5.019874], [2.411778, 1.784535, -3.785720], [1.839103, 0.859748, -2.499677], [2.405990, 0.761444, -0.935023], [0.475539, 0.165652, -3.286256], [2.390306, -3.310750, -0.997982], [2.405387, -2.967017, 0.840153], [2.318622, -4.558025, 1.810660], [3.878353, -1.946419, 1.346078], [0.819454, -1.984457, 1.306576], [-0.054306, -1.063505, -0.387784], [-1.547173, -2.580172, -0.687015], [-3.089922, -2.604559, 0.371457], [-3.768053, -0.827863, 0.402367], [-2.728115, -3.218436, 2.096584], [-4.383518, -3.686473, -0.414309], [3.223481, -3.970356, -1.251261], [2.510592, -2.400473, -1.592024], [1.477478, -3.818704, -1.323956], [3.210808, -5.163440, 1.637726], [1.452569, -5.158285, 1.522663], [2.253925, -4.365310, 2.883752], [4.801776, -2.388730, 0.966575], [3.957531, -1.898139, 2.434965], [3.817337, -0.929654, 0.956129], [1.080572, -1.202839, 2.021191], [0.063913, -2.633877, 1.748815], [-1.007622, -3.529816, -0.611649], [-1.816403, -2.453333, -1.740249], [-4.081453, -0.464940, 1.379973], [-4.638444, -0.736388, -0.254173], [-3.140451, -0.063137, -0.137592], [-1.993116, -2.629803, 2.644097], [-2.350547, -4.242905, 2.044355], [-3.645928, -3.244566, 2.688603], [-4.644825, -3.334229, -1.414089], [-5.296298, -3.702923, 0.185063], [-4.031124, -4.715728, -0.505259]],
  "forces_ev_per_angstrom": [[-0.090, -0.278, 0.049], [-0.002, -0.016, 0.003], [0.006, 0.004, 0.016], [0.020, 0.021, 0.033], [0.010, -0.011, -0.051], [0.000, -0.031, 0.021], [-0.005, -0.002, 0.011], [0.064, -0.059, -0.036], [-0.001, 0.044, -0.017], [0.006, -0.057, -0.017], [0.182, 0.211, 0.029], [-0.039, 0.006, 0.000], [0.012, -0.007, 0.031], [-0.012, -0.004, 0.006], [0.009, 0.020, -0.013], [-0.030, -0.011, -0.002], [0.083, 0.009, 0.003], [0.024, 0.006, 0.131], [-0.049, 0.034, 0.072], [0.092, -0.051, -0.212], [0.001, -0.005, -0.004], [0.001, 0.009, -0.002], [0.000, 0.003, -0.001], [-0.008, 0.007, 0.003], [-0.022, -0.003, -0.007], [0.008, -0.002, 0.003], [-0.051, 0.040, 0.031], [-0.005, -0.028, -0.039], [0.007, -0.010, 0.004], [0.000, -0.001, 0.003], [-0.002, -0.005, 0.000], [0.005, 0.000, 0.000], [0.292, 0.182, 0.050], [-0.309, 0.098, -0.344], [0.154, -0.058, 0.191], [-0.049, -0.149, 0.109], [-0.015, 0.020, 0.001], [0.020, -0.018, -0.025], [-0.010, -0.004, -0.008], [-0.012, -0.021, 0.022], [0.041, -0.038, 0.008], [-0.398, 0.139, 0.035], [0.153, -0.096, -0.052], [-0.093, 0.037, 0.051], [0.135, 0.111, 0.182], [-0.007, -0.008, -0.020], [0.035, -0.009, -0.037], [0.002, 0.003, -0.002], [0.003, 0.008, 0.004], [0.009, -0.010, -0.001], [0.001, 0.002, -0.001], [-0.001, -0.002, -0.001], [0.000, -0.001, -0.001], [-0.002, -0.012, 0.009], [-0.002, 0.018, -0.006], [-0.003, 0.015, -0.024], [0.034, 0.046, -0.025], [0.003, 0.025, 0.022], [0.004, 0.015, 0.000], [-0.020, -0.004, 0.005], [-0.032, -0.033, -0.001], [-0.018, 0.008, 0.006], [-0.131, -0.131, -0.218], [0.022, 0.020, 0.010], [-0.011, -0.001, 0.005], [-0.001, 0.004, -0.002], [0.000, -0.004, -0.002], [0.000, 0.013, 0.006], [-0.003, 0.001, 0.004]],
  "mulliken_charge": [1.234, -1.236, 0.880, -0.590, -1.133, 0.472, -0.793, -0.460, -0.045, -0.578, -0.390, 0.323, -0.253, -1.035, -0.655, -0.516, 0.218, 0.076, 1.069, -1.065, 0.392, 0.301, 0.249, 0.361, 0.361, 0.378, 0.230, 1.142, 0.446, 0.451, 0.426, 0.463, -0.169, 0.209, -0.209, -0.246, -1.069, 0.199, -1.113, -0.821, -0.023, -0.240, -0.756, 0.160, -1.103, -0.892, -1.069, 0.428, 0.336, 0.330, 0.336, 0.320, 0.343, 0.363, 0.308, 0.193, -0.009, 0.277, 0.418, 0.531, 0.509, 0.402, 0.463, 0.201, 0.335, 0.343, 0.320, 0.332, 0.341],
  "multiplicity": 2,
  "homo_lumo_gap_ev": [5.01, 5.53],
  "e_homo_ev": [-9.84, -10.32],
  "total_charge": 1,
  "s2": 0.7580
}

=====

Going through the records in order, we get molecular weight values of 732.30; 969.63 u.
Going through the records in order, we get ΔE to the lowest compared entry with this formula, charge and spin values of 0.158; 2.772 eV.